88
Properties=species:S:1:pos:R:3:forces:R:3:lowdin_charge:R:1 method="wB97M-V/def2-TZVPD" total_energy_ev=-126422.7098 gap_ev=6.1012
Ti 9.7747 12.7146 12.7575 0.33 -1.08 0.20 0.85
S 12.1370 13.6170 12.2907 -0.06 -1.39 0.54 0.33
P 12.5774 11.7142 13.0784 -2.02 0.14 -1.65 0.58
C 10.8912 11.2257 13.5755 2.33 0.59 0.01 -0.58
P 10.4205 9.5376 13.7496 -1.40 -1.57 -2.77 0.50
S 10.0590 8.4962 12.0100 -0.17 1.07 0.91 0.27
C 11.3656 8.2407 14.6037 0.35 1.89 -0.80 -0.41
C 10.7954 7.0053 14.7844 -0.72 -0.50 1.27 -0.11
C 11.4986 6.0148 15.4686 0.45 0.23 -0.50 -0.07
C 12.8105 6.2951 15.8726 0.26 -0.04 0.98 -0.09
C 13.3655 7.5632 15.6531 0.51 -0.77 -0.18 -0.08
C 12.6570 8.5182 14.9165 1.85 -0.69 0.98 -0.10
C 8.9819 9.5537 14.8378 0.24 -0.08 0.03 -0.37
C 7.7158 9.1867 14.4353 0.40 0.41 -0.20 -0.12
C 6.7232 9.0634 15.3735 -1.94 -0.38 -0.96 -0.11
C 6.9494 9.3079 16.6969 -0.37 -0.82 1.88 -0.10
C 8.2445 9.6565 17.1225 -0.29 -0.13 -0.16 -0.07
C 9.2570 9.7614 16.1839 -0.13 0.57 0.21 -0.09
C 13.1229 10.5912 11.7398 -0.85 0.49 -0.25 -0.35
C 14.2694 9.8182 11.8507 -0.41 -0.39 -2.70 -0.08
C 14.6186 8.9767 10.7521 -0.17 0.24 1.37 -0.06
C 13.7732 8.8915 9.6461 0.78 -0.79 -0.16 -0.10
C 12.6530 9.6862 9.5299 -1.39 1.60 0.69 -0.08
C 12.2694 10.5361 10.6150 0.87 -1.35 -0.40 -0.11
C 14.0114 11.8307 14.1766 -1.16 -0.49 0.77 -0.38
C 15.3244 12.0689 13.8166 0.87 1.25 -0.72 -0.10
C 16.2450 12.4099 14.7976 -1.44 -1.35 1.08 -0.06
C 15.8576 12.3049 16.1659 1.24 0.17 -0.95 -0.07
C 14.6325 11.7892 16.5405 -0.01 0.47 -1.58 -0.05
C 13.6969 11.6187 15.5042 -0.26 -0.40 1.29 -0.11
H 9.7461 6.9512 14.5177 0.10 -0.60 -0.10 0.10
H 11.1037 5.0194 15.6691 -0.17 0.34 -0.15 0.10
H 13.3632 5.5224 16.4659 -0.44 0.85 -0.70 0.11
H 14.3811 7.7772 16.0117 -0.40 -0.11 -0.27 0.10
H 13.2056 9.4007 14.5878 -0.55 -0.10 0.30 0.07
H 7.4793 9.0435 13.4024 0.18 -0.22 -0.55 0.08
H 5.7135 8.7533 14.9999 0.93 0.30 0.59 0.12
H 6.1166 9.0301 17.4125 1.20 0.79 -0.66 0.12
H 8.4972 9.8078 18.1600 -0.22 0.02 0.20 0.10
H 10.2738 10.0535 16.4703 -0.39 -0.20 0.09 0.11
H 14.8756 9.9640 12.6952 0.87 -0.34 0.85 0.07
H 15.5305 8.3616 10.8099 -0.59 0.29 -0.04 0.10
H 13.9870 8.1050 8.8985 -0.04 0.81 0.23 0.11
H 12.0414 9.7117 8.6034 0.39 -0.39 0.83 0.11
H 11.2730 10.9946 10.6867 0.65 0.03 -0.45 0.06
H 15.6353 12.1020 12.7666 -0.24 -0.01 0.35 0.12
H 17.2840 12.4886 14.5691 0.46 0.59 -0.21 0.10
H 16.6471 12.5991 16.8508 -0.31 -0.31 0.40 0.10
H 14.4036 11.5200 17.5456 -0.19 0.10 0.57 0.10
H 12.7009 11.2230 15.7433 0.32 0.47 -0.01 0.09
O 9.4569 13.7912 14.3510 -1.49 0.31 0.47 -0.22
C 8.5017 13.9241 15.2859 0.38 -1.21 -0.84 -0.25
C 8.6749 14.7864 16.3984 0.29 -0.60 -0.28 -0.02
C 7.8767 14.6140 17.4997 -2.90 -0.33 -0.27 -0.09
C 6.6846 13.8351 17.4401 1.43 -2.62 -1.49 -0.07
C 6.4980 12.9403 16.3324 0.55 2.81 1.20 -0.03
C 7.3245 13.0593 15.2103 1.32 1.47 1.14 -0.17
C 6.9238 12.4055 14.0326 0.34 -1.88 -3.11 -0.04
N 7.6781 12.1698 12.9476 -0.32 0.78 2.57 -0.07
N 7.0980 11.4869 11.9166 -1.56 -0.11 -0.12 0.07
C 7.9284 11.2692 10.9514 1.13 -0.06 0.08 -0.44
O 9.1853 11.6201 11.0458 0.01 0.97 1.03 -0.21
C 7.5042 10.6673 9.6452 0.83 -0.87 0.71 -0.13
C 6.1722 10.3076 9.3345 0.98 0.53 -1.07 -0.02
C 5.8587 10.1434 7.9742 -0.10 0.25 1.06 -0.09
C 6.8909 10.1875 7.0322 -1.51 -0.79 -1.97 -0.13
C 8.2233 10.1865 7.3926 1.46 0.62 -0.68 -0.09
C 8.5624 10.4319 8.7403 -2.07 0.28 -1.53 -0.01
H 9.4705 15.5157 16.4670 0.32 -0.32 -0.35 0.11
H 7.9721 15.1489 18.4207 0.60 0.54 0.23 0.09
H 6.0994 13.5883 18.3038 -0.18 0.48 0.47 0.08
H 5.6954 12.2342 16.3314 -0.46 -0.23 -0.05 0.10
H 5.8642 12.0319 14.0135 1.11 0.17 -0.17 0.15
H 5.4261 10.1954 10.1038 -0.08 0.42 0.13 0.10
H 4.7885 10.0702 7.7036 0.88 -0.18 -0.08 0.11
H 6.5584 10.1067 5.9431 0.79 0.14 1.51 0.12
H 9.0384 10.1711 6.5648 -1.50 -0.18 1.68 0.13
H 9.5857 10.5447 8.9818 0.64 0.19 0.62 0.08
C 7.5416 16.2774 11.6828 -1.16 0.27 -0.17 -0.24
S 9.2153 15.8672 11.4811 1.68 -1.83 -0.24 0.97
C 9.3299 15.8319 9.6914 -0.72 0.31 -1.17 -0.21
O 9.2532 14.3382 11.6809 -0.34 1.19 0.05 -0.70
H 7.3554 16.9379 12.5239 0.08 -0.32 0.27 0.07
H 7.0305 15.3180 11.7192 -0.25 0.02 0.30 0.08
H 7.2279 16.7811 10.7835 -0.25 0.32 -0.21 0.05
H 8.3329 16.0409 9.2482 0.55 -0.18 0.31 0.06
H 9.5835 14.7732 9.4126 0.27 1.25 0.32 0.09
H 9.9921 16.6453 9.3406 0.02 -0.80 0.09 0.07